# 1
Computed, not measured: a structure of composition C20H21N3O2S2Zr at a distorted geometry, with ωB97M-V/def2-TZVPD.

ORCA input file:
```
! RIJCOSX wB97M-V def2-TZVPD def2/J DEFGRID3
* xyz 2 1
Zr 0.0259 0.1267 -0.6253
S -1.6231 -1.2495 0.8018
S 1.4507 0.9544 2.5880
O 1.3451 2.3846 2.4339
O 2.7313 0.2938 2.5425
N 0.4524 0.2481 1.4110
N 1.3193 -1.6464 -1.2913
N 1.7248 0.9167 -1.9955
C 3.5108 0.3688 -3.5387
C 3.4783 1.6641 -4.0516
C 2.9305 -3.7582 -2.1381
C 1.8179 2.2110 -2.3924
C -1.4607 -0.6774 5.6299
C -1.5899 -0.9705 4.2718
C 2.3900 -1.4005 -2.1138
C -0.6392 -0.4465 3.3678
C 0.5587 0.6198 5.2136
C 1.8786 -3.9747 -1.2466
C -0.5969 -0.4991 1.9368
C 0.4165 0.3320 3.8641
C -5.1649 1.5063 -1.5430
C 2.5740 -0.0084 -2.5557
C -1.3614 1.7536 -0.9850
C 1.1127 -2.8973 -0.8119
C 2.6055 2.5920 -3.4787
C -0.3971 0.1128 6.1038
C -5.1184 0.2096 -0.7381
C 3.2171 -2.4551 -2.5313
H 4.1177 1.9471 -4.8845
H 4.2285 -0.3683 -3.9025
H -2.4045 -1.5857 3.8820
H -2.1963 -1.0565 6.3383
H -4.1461 0.0476 -0.2663
H -0.8715 2.6394 -0.5523
H 1.6252 -4.9673 -0.8862
H -4.3135 1.5954 -2.2212
H -5.8765 0.2191 0.0504
H -0.3050 0.3476 7.1654
H -6.0766 1.5507 -2.1455
H 3.5129 -4.5908 -2.5210
H 1.4016 1.2337 5.5309
H 2.5252 3.6123 -3.8496
H 0.2983 -2.9916 -0.0867
H 4.0545 -2.2192 -3.1821
H -5.1674 2.3827 -0.8892
H -1.5593 1.9846 -2.0388
H -5.3309 -0.6515 -1.3775
H -2.3240 1.6369 -0.4716
H 1.2193 2.9231 -1.8200
*
```

Calculated values
HOMO energy = -15.731 eV
DFT total energy = -1932.38186 Ha
Energy above the lowest of the compared OMol25 structures with the same formula, charge and spin = 0.00 kJ/mol
HOMO-LUMO gap = 8.0 eV

=====

# 2
Computed, not measured: an isolated molecule of C7H6N4S2 at a distorted geometry, with ωB97M-V/def2-TZVPD.

ORCA input file:
```
! RIJCOSX wB97M-V def2-TZVPD def2/J DEFGRID3
* xyz 0 1
S -1.4954 -0.2300 -0.0310
S 1.1693 2.4099 -0.8774
N 2.0425 0.1062 0.6279
N -0.1083 2.0079 2.6345
N -0.1980 2.5197 1.4927
N 1.0176 0.8555 1.1455
C 0.0740 -0.9213 -0.6062
C 0.6940 1.9438 0.5158
C -2.2087 -1.1712 -1.2870
C 1.4889 -0.8014 -0.1180
C -1.4092 -2.0310 -1.9236
C -0.1043 -1.8145 -1.6221
C 0.6537 0.9912 2.5351
H 2.2770 -1.4265 -0.6839
H 0.5796 -0.0371 3.0965
H -1.4690 -2.5096 -2.8732
H 0.7111 -2.2958 -2.0881
H -0.4905 3.5666 1.3089
H -3.2243 -1.1625 -1.2466
*
```

Calculated values
SMILES = S=c1[nH]ncn1/N=C\c1cccs1
HOMO energy = -8.105 eV
DFT total energy = -1285.59619 Ha
Energy above the lowest of the compared OMol25 structures with the same formula, charge and spin = 366.07 kJ/mol
HOMO-LUMO gap = 7.9 eV

=====

# 3
Computed, not measured: a structure of composition C15H37IrN4O5S at a distorted geometry, with ωB97M-V/def2-TZVPD.

ORCA input file:
```
! RIJCOSX wB97M-V def2-TZVPD def2/J DEFGRID3
* xyz 3 2
Ir -0.1260 -0.2413 0.5515
S -2.9983 -0.1687 0.2010
O -2.1145 0.2660 1.3596
O -0.2553 1.8975 0.0304
O 0.5567 0.8976 -2.6186
O -1.9834 -0.0400 -0.9052
O -3.5560 -1.4646 0.3816
N 1.9223 -0.0782 0.4056
N -0.0434 -2.1710 1.2370
N 0.2453 0.4410 2.4764
N -0.0778 -1.6099 -1.2841
C -1.3532 2.7445 0.5279
C -1.0774 -2.6719 -0.9522
C 2.5060 -0.2717 1.7675
C -0.8525 -3.1852 0.4573
C -0.1698 -2.4638 2.7315
C 2.7760 -0.7054 -0.6650
C 1.1818 -2.1659 -1.8754
C 0.4389 2.6508 -1.0577
C 1.2543 0.8666 -3.8836
C 1.7338 0.5956 2.7171
C -0.0548 2.1622 -2.3911
C -4.2570 1.0083 -0.0857
C -1.1270 -1.5306 3.4117
C -0.5247 -0.1613 3.6631
C 2.4027 -2.1343 -0.9797
H 0.9691 -3.1826 -2.2044
H -5.0235 0.8646 0.6764
H 3.8056 -0.6002 -0.3236
H -1.9946 3.0241 -0.3063
H -0.0985 1.3948 2.4007
H 2.3186 -2.7651 -0.0888
H 0.8373 -2.4313 3.1517
H -0.9101 3.6321 0.9741
H -1.2812 0.5592 3.9614
H -1.7958 -3.3441 0.9729
H -1.1382 2.0289 -2.3409
H -0.5133 -3.4933 2.8077
H -1.9419 2.1971 1.2545
H 3.5573 0.0166 1.7475
H 1.3963 -1.5813 -2.7592
H 0.1519 2.8642 -3.1994
H 2.4656 -1.3286 2.0314
H 0.9136 -2.4472 1.0383
H 0.5837 1.1446 -4.6967
H -2.0564 -2.2338 -1.0247
H 3.2251 -2.5796 -1.5434
H -1.4181 -1.9564 4.3732
H 2.1092 1.5472 -3.8721
H 1.9996 0.9218 0.2144
H -2.0451 -1.4683 2.8329
H -1.0358 -3.4663 -1.6970
H 1.9909 1.6452 2.5756
H 0.2015 -0.2232 4.4721
H -4.6696 0.7786 -1.0692
H 2.6469 -0.0908 -1.5523
H 1.9610 0.3356 3.7478
H 1.6043 -0.1417 -4.0708
H -0.2741 -4.1076 0.5045
H 1.5125 2.4854 -0.9562
H -0.4914 -0.9869 -1.9774
H -3.8443 2.0132 -0.0561
H 0.2567 3.7045 -0.8690
*
```

Calculated values
HOMO energy (spin up / spin down) = -19.000 / -19.001 eV
DFT total energy = -1690.41566 Ha
Energy above the lowest of the compared OMol25 structures with the same formula, charge and spin = 157.98 kJ/mol
HOMO-LUMO gap (spin up / spin down) = 8.6 / 6.4 eV

=====

# 4
Computed, not measured: a structure of composition C14H33F6N5O4PdS3SbSi3, with ωB97M-V/def2-TZVPD.

ORCA input file:
```
! RIJCOSX wB97M-V def2-TZVPD def2/J DEFGRID3
* xyz -1 1
Sb -2.9401 -0.4691 -0.1124
Pd -0.4118 -0.2637 -0.6753
S 2.1581 -2.2333 -1.3395
S 2.4069 0.5727 -1.2252
S -0.0646 1.5110 3.6713
Si -4.0493 -2.7430 -0.2542
Si -4.0042 0.6582 1.9156
Si -4.0312 0.7866 -2.0446
F -0.2694 -2.6231 -2.4495
F 4.8991 -0.2545 -0.7076
F 4.4953 0.0537 -2.8218
F 1.0726 -1.4725 -3.6935
F 4.7007 1.7417 -1.5088
F 1.4360 -3.5835 -3.3729
O 3.4494 -2.2935 -1.9559
O 1.7362 -3.2800 -0.4638
O 1.8381 0.9245 -2.4969
O 2.3739 1.5465 -0.1657
N 1.4906 3.7531 3.5336
N -0.1160 2.6451 0.6559
N 1.8801 -0.8269 -0.6187
N 1.9537 4.6959 2.6591
N 0.6497 3.2320 1.6744
C 4.2389 0.4846 -1.5950
C 1.6133 5.0113 0.2162
C -3.4371 2.4386 2.0159
C 1.0040 -2.4441 -2.7934
C -5.8094 0.3268 -2.4519
C 1.4162 4.3501 1.5262
C -5.8833 0.6742 1.7890
C -2.9479 0.3985 -3.5263
C 0.6921 2.8232 2.9689
C -5.9006 -2.6929 0.0592
C -3.9505 2.6184 -1.6486
C -3.4869 -0.3244 3.4208
C -3.2609 -3.8880 0.9993
C -3.7121 -3.3728 -1.9863
H 2.1926 5.9197 0.3587
H -3.6056 -4.9147 0.8488
H -1.9011 0.5589 -3.2526
H -2.6387 -3.5111 -2.1262
H -3.8146 0.1709 4.3385
H -6.3353 -3.6763 -0.1420
H -4.7161 2.8952 -0.9203
H -2.1737 -3.8712 0.9053
H -4.0785 3.0703 1.3974
H 0.6515 5.2523 -0.2379
H -3.9171 -1.3285 3.3991
H -3.5137 -3.5891 2.0184
H -6.1475 0.9122 -3.3118
H 0.5341 2.5213 -0.1195
H -4.2127 -4.3244 -2.1828
H 1.7643 3.7667 4.4980
H -6.4892 0.5211 -1.6206
H -2.9757 2.8744 -1.2272
H -6.3089 1.3206 2.5618
H -3.0523 -0.6516 -3.8102
H -2.4090 2.5530 1.6768
H -4.0510 -2.6515 -2.7333
H -3.4872 2.7962 3.0471
H -4.1059 3.2188 -2.5487
H -6.1911 1.0670 0.8171
H -0.2598 1.6741 0.9638
H 2.1486 4.3429 -0.4613
H -5.8906 -0.7300 -2.7151
H -6.4060 -1.9584 -0.5694
H -2.4009 -0.4153 3.4546
H -6.3181 -0.3191 1.8998
H -3.1831 1.0109 -4.4006
H -6.1063 -2.4433 1.1010
*
```

Calculated values
HOMO energy = -4.395 eV
DFT total energy = -4158.52492 Ha
Energy above the lowest of the compared OMol25 structures with the same formula, charge and spin = 0.00 kJ/mol
HOMO-LUMO gap = 6.9 eV